No. 1
C17H30N4O2 | ωB97M-V/def2-TZVPD

## Properties
Gap between HOMO and LUMO (eV): 9.24
ΔE to the lowest compared entry with this formula, charge and spin (kcal/mol): 19.0
SMILES: CO[C@H](CNC(=O)N(C)Cc1cn2c(n1)CCCC2)C(C)(C)C

Geometry as XYZ:
```
53
Properties=species:S:1:pos:R:3:forces:R:3:mulliken_charge:R:1
C -1.9818 -1.4391 0.4854 0.0 0.0 0.0 -0.4917
O -1.1699 -2.0546 -0.4926 0.0 0.0 0.0 -0.5114
C -0.2952 -1.1626 -1.1689 0.0 0.0 0.0 2.4553
C -1.0680 -0.0495 -1.8928 0.0 0.0 0.0 -1.7733
N -1.1193 1.1619 -1.1009 0.0 0.0 -0.1 0.0625
C -2.2657 1.8870 -0.9674 0.1 0.0 0.0 0.5458
O -3.3246 1.5352 -1.4715 0.0 0.0 0.0 -0.6856
N -2.1527 3.0848 -0.2736 -0.1 0.0 0.1 0.0442
C -3.3140 3.9524 -0.3332 0.0 0.0 0.0 -1.1490
C -1.3490 3.3500 0.9296 0.1 0.0 0.0 -0.7809
C -0.3747 2.3148 1.3795 -0.1 0.0 0.0 1.0119
C -0.5550 1.3835 2.3571 0.0 0.0 0.0 -1.3648
N 0.5984 0.6367 2.3839 0.0 0.0 0.0 0.3805
C 1.4258 1.1507 1.4372 0.0 0.0 0.0 0.3802
N 0.8749 2.1718 0.8212 0.0 0.0 0.0 -0.9514
C 2.7691 0.5563 1.1621 0.0 0.0 0.0 0.1261
C 3.2026 -0.3775 2.2918 0.0 0.0 0.0 -0.8809
C 2.0480 -1.2951 2.6862 0.0 0.0 0.0 -0.2694
C 0.9024 -0.4808 3.2676 0.0 0.0 0.0 -0.6340
C 0.6041 -2.0121 -2.0821 0.0 0.0 0.0 1.7087
C 1.2971 -3.0810 -1.2320 0.0 0.0 0.0 -1.6737
C 1.6840 -1.1270 -2.7097 0.0 0.0 0.0 -1.5595
C -0.2238 -2.6864 -3.1774 0.0 0.0 0.0 -1.8788
H -2.5069 -2.2370 1.0081 0.0 0.0 0.0 0.3629
H -1.3729 -0.8697 1.1982 0.0 0.0 0.0 -0.0349
H -2.7183 -0.7583 0.0480 0.0 0.0 0.0 0.2372
H 0.3547 -0.6814 -0.4160 0.0 0.0 0.0 -1.2415
H -0.6246 0.1583 -2.8692 0.0 0.0 0.0 0.4475
H -2.0912 -0.3718 -2.0788 0.0 0.0 0.0 0.3975
H -0.2439 1.6078 -0.8739 0.0 0.0 0.0 0.4720
H -3.8172 3.8263 -1.2859 0.0 0.0 0.0 0.3636
H -4.0318 3.7332 0.4664 0.0 0.0 0.0 0.3673
H -2.9863 4.9883 -0.2265 0.0 0.0 0.0 0.3286
H -0.8118 4.2914 0.7791 0.0 0.0 0.0 0.3396
H -2.0515 3.5152 1.7552 0.0 0.0 0.0 0.3642
H -1.3859 1.1794 3.0112 0.0 0.0 0.0 0.4597
H 2.7138 -0.0077 0.2254 0.0 0.0 0.0 -0.4094
H 3.4857 1.3614 1.0010 0.0 0.0 0.0 0.4046
H 4.0676 -0.9618 1.9776 0.0 0.0 0.0 0.4181
H 3.5110 0.2089 3.1628 0.0 0.0 0.0 0.3032
H 1.6935 -1.8415 1.8065 0.0 0.0 0.0 -0.0431
H 2.3646 -2.0339 3.4230 0.0 0.0 0.0 0.4107
H 1.1725 -0.0946 4.2542 0.0 0.0 0.0 0.3298
H 0.0025 -1.0870 3.3769 0.0 0.0 0.0 0.4180
H 0.5726 -3.7495 -0.7704 0.0 0.0 0.0 0.3323
H 1.9754 -3.6724 -1.8505 0.0 0.0 0.0 0.4814
H 1.8894 -2.6167 -0.4371 0.0 0.0 0.0 0.2056
H 1.2753 -0.3916 -3.4033 0.0 0.0 0.0 0.3788
H 2.2484 -0.5887 -1.9432 0.0 0.0 0.0 0.1677
H 2.3892 -1.7456 -3.2678 0.0 0.0 0.0 0.4885
H -0.7020 -1.9523 -3.8291 0.0 0.0 0.0 0.3335
H 0.4166 -3.3147 -3.8002 0.0 0.0 0.0 0.4621
H -1.0011 -3.3133 -2.7408 0.0 0.0 0.0 0.3436
```
Forces are in eV/Å.

---

No. 2
C17H30N6OV | ωB97M-V/def2-TZVPD

## Properties
Gap between HOMO and LUMO (spin up / spin down) (eV): 7.38 / 8.06
Charge: +3
2S+1: 3

Geometry as XYZ:
```
55
Properties=species:S:1:pos:R:3:forces:R:3:mulliken_spin:R:1
V -0.2579 0.9995 -0.0213 -0.2 0.5 -0.1 2.0596
N -0.1594 3.2061 -0.0890 -0.1 -0.3 0.0 -0.0247
C 1.1095 3.6864 0.5126 0.1 0.0 0.0 -0.0020
C 2.2361 2.8168 -0.0148 0.0 0.1 0.0 0.0146
N 1.8581 1.3654 -0.0427 -0.1 -0.1 0.0 -0.0480
C 2.3847 0.6445 1.1506 0.0 -0.1 0.0 0.0210
C 1.6290 1.0571 2.3962 0.1 0.0 0.0 0.0051
N 0.1513 0.9339 2.1451 0.0 0.0 0.0 -0.0051
C 2.3462 0.7281 -1.3031 0.0 0.0 0.0 0.0119
C 1.4983 1.1605 -2.4832 0.0 0.0 0.0 0.0081
N 0.0567 0.8818 -2.1886 0.0 0.0 0.0 -0.0182
H -0.9489 3.6344 0.3909 0.0 0.0 0.0 0.0038
H -0.2289 3.5441 -1.0484 0.0 0.0 0.0 0.0036
H 1.3023 4.7320 0.2697 0.0 0.0 0.0 -0.0004
H 1.0101 3.6270 1.5940 0.0 0.0 0.0 -0.0018
H 2.4795 3.1249 -1.0303 0.0 0.0 0.0 -0.0002
H 3.1439 2.9522 0.5759 0.0 0.0 0.0 -0.0001
H 2.2514 -0.4247 0.9786 0.0 0.0 0.0 -0.0122
H 3.4554 0.8285 1.2683 0.0 0.0 0.0 0.0020
H 1.9302 0.4340 3.2376 0.0 0.0 0.0 -0.0004
H 1.8526 2.0847 2.6723 0.0 0.0 0.0 -0.0020
H -0.1431 0.0165 2.4784 0.0 0.0 0.0 0.0070
H -0.3235 1.5984 2.7537 0.0 0.0 0.0 0.0063
H 3.3991 0.9680 -1.4710 0.0 0.0 0.0 0.0013
H 2.2718 -0.3533 -1.1772 0.0 0.0 0.0 -0.0076
H 1.6030 2.2259 -2.6843 0.0 0.0 0.0 -0.0023
H 1.8235 0.6380 -3.3827 0.0 0.0 0.0 -0.0002
H -0.5103 1.4600 -2.8054 0.0 0.0 0.0 0.0044
H -0.1556 -0.0739 -2.4728 0.0 0.0 0.0 0.0065
N -3.1714 1.1990 1.0876 -0.1 0.1 0.0 0.0094
C -4.4459 1.4455 0.7510 0.0 -0.1 0.0 0.0013
C -4.4617 1.7784 -0.5889 0.0 0.1 0.0 0.0017
C -3.1310 1.7354 -0.9828 -0.1 -0.1 0.0 0.0220
N -2.3349 1.3736 0.0371 0.3 -0.1 0.1 -0.0398
H -2.8322 0.9219 1.9942 0.0 0.0 0.0 0.0054
H -5.2422 1.3604 1.4734 0.0 0.0 0.0 0.0002
H -5.3197 2.0310 -1.1874 0.0 0.0 0.0 0.0000
H -2.7185 1.9433 -1.9569 0.0 0.0 0.0 -0.0036
C -2.4100 -2.1434 -0.1933 0.0 0.1 0.0 -0.0017
C -0.9216 -2.0683 -0.0866 -0.1 -0.3 0.0 -0.0017
O -0.3940 -0.9087 -0.0251 0.2 0.1 0.0 -0.0523
C -0.1153 -3.2498 -0.0448 0.0 0.0 0.0 0.0054
C 1.2921 -3.1696 -0.0029 0.0 0.0 0.0 0.0053
C 2.0547 -4.3110 0.0393 0.0 0.0 0.0 -0.0028
C 1.4294 -5.5603 0.0497 0.0 0.0 0.0 0.0124
C 0.0429 -5.6631 0.0141 0.0 0.0 0.0 -0.0019
C -0.7269 -4.5201 -0.0368 0.0 0.0 0.0 0.0050
H -2.8345 -1.1548 -0.3435 0.0 0.0 0.0 -0.0005
H -2.8250 -2.5823 0.7176 0.0 0.0 0.0 0.0003
H -2.7064 -2.7931 -1.0164 0.0 0.0 0.0 0.0005
H 1.7726 -2.2012 -0.0153 0.0 0.0 0.0 0.0051
H 3.1340 -4.2525 0.0633 0.0 0.0 0.0 0.0001
H 2.0330 -6.4579 0.0846 0.0 0.0 0.0 0.0002
H -0.4290 -6.6355 0.0236 0.0 0.0 0.0 0.0001
H -1.8033 -4.6136 -0.0638 0.0 0.0 0.0 -0.0002
```
Forces are in eV/Å.

---

No. 3
C17H30O5SSi | ωB97M-V/def2-TZVPD

## Properties
Gap between HOMO and LUMO (eV): 9.54
ΔE to the lowest compared entry with this formula, charge and spin (kcal/mol): 6.5

Geometry as XYZ:
```
54
Properties=species:S:1:pos:R:3:forces:R:3:mulliken_charge:R:1
C 2.8216 -3.6429 -0.0632 0.0 0.1 0.2 -1.1493
C 3.4453 -2.2845 -0.4796 -0.1 -1.4 -0.3 0.1443
O 2.4980 -1.4326 -1.1200 0.5 0.2 0.6 -0.3819
C 2.4300 -0.1275 -0.5745 -1.2 0.1 -0.6 0.4060
C 2.2815 0.8474 -1.7489 0.5 0.6 0.1 -0.6050
O 1.9054 2.1575 -1.3206 -0.3 -0.3 0.1 -0.3871
C 0.4777 2.2576 -1.2016 0.9 0.1 0.2 -0.2580
C 0.2248 3.3289 -0.1388 0.3 0.4 -0.5 -0.5295
O -1.1319 3.5209 0.2129 0.2 -0.3 0.1 -0.3100
C -1.7952 2.3122 0.5832 -0.6 0.2 0.0 -0.4351
Si -3.4080 2.7993 1.4676 -0.1 0.4 0.1 0.3040
C -4.9437 1.9165 0.8031 0.5 -0.5 -0.2 -0.9309
C -4.8076 0.3932 0.8002 -0.1 -0.5 0.3 0.4200
O -3.9040 -0.1813 1.3880 -0.5 0.5 -0.6 -0.5703
C -5.8753 -0.3917 0.0498 0.7 0.8 0.6 0.6474
C -5.6121 -1.6163 -0.5322 0.5 0.0 0.2 -0.4702
C -6.6239 -2.2384 -1.2180 0.0 -1.3 -0.7 -0.4091
C -7.8748 -1.6869 -1.3521 -1.0 0.4 -0.1 -0.4097
C -8.1500 -0.4716 -0.7523 0.0 0.0 -0.1 -0.6707
C -7.1391 0.1551 -0.0611 -0.5 0.8 0.2 -0.2135
H 3.3471 -4.4827 -0.5274 -0.2 0.2 -0.1 0.2673
H 2.9138 -3.8007 1.0177 -0.1 0.1 -0.1 0.2826
H 1.7588 -3.6859 -0.3200 0.2 0.0 -0.1 0.3649
H 4.2258 -2.5244 -1.2099 0.1 0.4 0.2 0.2407
H 3.9002 -1.8630 0.4159 -0.1 0.4 -0.3 0.0628
H 1.5107 -0.0730 0.0355 0.4 0.2 0.2 0.1244
H 3.2951 0.1519 0.0357 0.0 -0.2 -0.1 -0.1631
H 3.2649 0.9569 -2.2210 -0.3 -0.1 -0.2 0.3449
H 1.5366 0.5069 -2.4790 0.3 -0.3 0.1 0.3011
H 0.1100 1.2629 -0.9295 -0.4 0.3 0.0 0.4155
H 0.0749 2.5754 -2.1745 -0.2 -0.2 0.2 0.1418
H 0.8819 3.1726 0.7320 -0.4 -0.4 0.0 0.3111
H 0.5583 4.2788 -0.5769 -0.1 -0.1 0.1 0.2470
H -1.1981 1.6857 1.2618 0.1 0.0 -0.3 0.3240
H -2.0636 1.7603 -0.3305 0.2 -0.3 0.3 0.2792
H -3.3451 2.6800 2.9400 0.1 -0.2 0.0 -0.1730
H -3.6159 4.2439 1.2094 0.0 0.0 -0.1 -0.1737
H -5.8197 2.1986 1.3982 0.1 0.0 -0.1 0.4316
H -5.1106 2.2417 -0.2334 -0.2 0.0 0.2 0.4349
H -4.6267 -2.0656 -0.4690 -0.1 0.1 0.1 0.4403
H -6.4603 -3.2060 -1.6872 0.2 0.1 0.1 0.3557
H -8.6718 -2.1602 -1.9178 0.3 -0.2 0.0 0.3683
H -9.1150 0.0178 -0.8326 0.0 -0.2 0.0 0.3931
H -7.3775 1.1078 0.4005 0.2 -0.1 0.0 0.2004
C 8.6218 -1.8156 1.3913 0.1 0.0 -0.1 -0.9703
S 6.8482 -1.6921 1.6616 0.0 0.0 0.1 0.4602
O 6.1869 -2.5664 0.6579 0.2 0.0 0.0 -0.5562
C 6.6878 0.0037 1.0803 0.0 0.1 -0.1 -0.8210
H 8.9350 -2.8237 1.6555 -0.1 0.0 0.0 0.3311
H 8.8493 -1.6253 0.3422 -0.1 0.0 0.0 0.3035
H 9.1375 -1.0961 2.0278 0.0 0.0 0.0 0.3769
H 7.0406 0.0758 0.0511 0.0 -0.1 0.0 0.2997
H 7.2647 0.6652 1.7268 0.0 0.0 0.0 0.4074
H 5.6358 0.2798 1.1257 0.0 -0.1 0.0 0.1551
```
Forces are in eV/Å.

---

No. 4
C17H31Br2F4NNbO7SSr | ωB97M-V/def2-TZVPD

## Properties
Gap between HOMO and LUMO (eV): 5.63
Charge: +1

Geometry as XYZ:
```
65
Properties=species:S:1:pos:R:3:forces:R:3:mulliken_charge:R:1
C 6.0939 -0.9892 -0.7140 0.2 0.1 0.5 -1.2298
C 4.6496 -0.8576 -0.3800 -0.3 -0.4 0.3 0.8386
O 4.2156 -0.4055 0.6662 0.0 -0.2 0.2 -0.5801
O 3.8413 -1.3634 -1.3133 0.3 0.6 -0.5 -0.4071
C 2.4779 -0.8450 -1.3270 -0.1 -0.1 0.0 -1.1025
C 1.6248 -1.5182 -0.2825 -0.2 -1.0 -0.7 -0.5333
Nb -0.3991 -0.4799 0.2917 -2.1 2.5 -2.1 -0.8030
C -1.2267 -2.6403 0.2007 0.5 0.0 1.7 -0.3283
N -2.5432 -2.8659 0.8253 0.2 -0.1 -0.5 -0.4254
C -0.5658 -0.3246 -1.9426 0.2 -0.8 0.5 -0.2159
C -1.9627 -0.2181 -2.5705 0.1 -0.2 -0.2 -0.9507
C -2.7337 -1.5299 -2.6671 -0.5 0.7 -0.3 -0.7407
S -2.0442 -2.7585 -3.7320 -0.7 -1.0 0.6 1.2180
O -0.9706 -3.4206 -3.0449 0.4 0.3 -0.1 -0.5899
O -3.1093 -3.5518 -4.2462 0.1 0.2 -0.2 -0.6514
O -1.4843 -1.9331 -4.9506 0.1 0.3 -0.2 -0.4651
C -2.4345 0.2538 0.7216 0.4 0.1 0.0 -0.7565
C -2.8131 1.7354 0.9134 -0.6 -0.5 0.2 -0.9745
C -2.5741 2.7804 -0.1364 -0.1 0.1 0.4 0.2776
O -3.1958 3.8013 -0.1435 -0.2 0.4 -0.2 -0.6037
O -1.6447 2.5126 -1.0658 0.1 -0.6 -0.5 -0.2155
C 0.7259 1.4425 0.6249 0.7 -0.9 1.4 -0.8250
C 0.6666 2.1860 1.9572 0.4 0.0 -0.1 -0.6696
C 1.4093 3.5235 2.0509 -0.2 0.0 0.1 0.3141
F 1.8414 3.6705 3.3460 -0.3 0.0 0.0 -0.3522
Br 3.0174 3.5811 0.9738 0.1 0.0 0.0 -0.0478
C 0.4663 4.7617 1.7928 0.5 0.3 -0.1 0.6200
F -0.7894 4.4430 2.1454 -0.1 0.0 0.1 -0.2273
F 0.8611 5.7639 2.5804 0.0 0.1 0.1 -0.2369
Br 0.4340 5.4677 -0.0074 -0.2 -0.3 -0.1 -0.1038
C 0.0400 -1.1404 2.4940 -0.3 -0.2 -0.4 0.3991
C -0.7238 -0.3962 3.5675 0.2 0.1 0.3 -1.6164
F 1.5125 -1.0350 2.8953 0.0 0.3 0.6 -0.5700
H 6.3264 -2.0061 -1.0179 0.0 0.0 -0.3 0.3389
H 6.3654 -0.2946 -1.5037 -0.1 -0.1 -0.2 0.3240
H 6.6741 -0.7457 0.1698 0.1 0.1 0.0 0.3534
H 2.4892 0.2358 -1.2106 0.4 0.1 0.1 0.4295
H 2.1383 -1.0584 -2.3338 -0.1 -0.1 0.0 0.2923
H 2.3233 -1.7026 0.5097 0.1 2.1 -1.9 -0.2717
H 1.3709 -2.5114 -0.6954 -0.1 -0.2 0.1 1.0338
H -0.4651 -3.2999 0.6871 0.1 -0.2 -0.2 0.1110
H -1.2405 -2.9442 -0.8414 0.0 0.1 -0.2 0.2037
H -2.9895 -3.6759 0.4102 -0.1 -0.1 0.1 0.2582
H -2.4339 -3.0799 1.8070 -0.1 0.1 0.1 0.2142
H 0.0303 0.5493 -2.2185 0.1 0.1 0.1 0.4909
H -0.0776 -1.2054 -2.3660 0.1 0.0 -0.2 0.4898
H -2.6260 0.5043 -2.1058 0.1 0.0 0.3 -0.0080
H -1.8497 0.1575 -3.5912 -0.1 0.1 -0.1 0.7249
H -3.7027 -1.3135 -3.1153 -0.1 -0.1 -0.1 0.5054
H -2.9445 -2.0001 -1.7110 0.2 -0.1 0.1 0.0799
H -0.7634 -1.3521 -4.6648 0.1 -0.1 -0.1 0.3832
H -2.7307 -0.2592 1.6435 0.0 -0.1 0.1 0.7778
H -3.1277 -0.1969 0.0067 0.1 -0.1 -0.2 0.6752
H -3.9002 1.7733 1.0063 -0.1 0.1 0.1 0.6296
H -2.4925 2.1512 1.8686 0.3 0.0 0.0 0.2345
H -1.8034 3.1276 -1.7983 0.2 0.3 0.2 0.2563
H 0.6422 2.0909 -0.2457 -0.5 0.0 -0.2 0.6917
H 1.7644 1.0852 0.5986 0.1 0.0 -0.2 0.7891
H -0.3390 2.3659 2.3190 -0.1 0.0 0.0 0.1088
H 1.1575 1.5694 2.7079 0.0 0.0 0.1 0.2096
H -0.1967 -2.2100 2.6163 0.5 -0.2 0.2 0.4481
H -1.2889 0.4545 3.2023 0.0 0.0 -0.1 0.1304
H -0.0092 -0.0062 4.2926 0.1 0.1 0.0 0.4685
H -1.3839 -1.0521 4.1302 -0.2 0.0 -0.1 0.3322
Sr 2.4206 -2.8007 1.9204 0.1 -1.6 1.6 1.8500
```
Forces are in eV/Å.